# C40H74ClF6IN3O8

A cluster of 6 separate species, C40H74ClF6IN3O8 in total (ωB97M-V/def2-TZVPD, OMol25).

Results
Frontier orbital gap ... 7.66 eV
DFT total energy ... -100447.98860 eV
LUMO energy ... -3.8 eV
Spin multiplicity ... 1
Net charge ... +1
HOMO energy ... -11.4144 eV

Bonds (Å) are listed after each position.
Element x y z (Å)
1 C -1.60888 -2.70971 0.69473  C2 1.176, H40 1.062
2 C -0.76710 -2.39520 -0.06410  C1 1.176, C3 1.443
3 C 0.26041 -1.92186 -0.96031  C2 1.443, N4 1.481, H41 1.081, H42 1.086
4 N 0.17253 -0.45098 -1.11256  C3 1.481, Cl5 1.690, C6 1.299
5 Cl -1.03393 0.05207 -2.18367  N4 1.690
6 C 0.88679 0.44217 -0.49656  N4 1.299, N7 1.366, N16 1.432
7 N 0.71038 1.78976 -0.63841  C6 1.366, C8 1.477, C12 1.477
8 C -0.62470 2.31386 -0.28551  N7 1.477, C9 1.534, H43 1.083, H44 1.087
9 C -0.49217 3.58003 0.56990  C8 1.534, C10 1.509, H45 1.085, H46 1.084
10 C -1.79994 3.83521 1.27785  C9 1.509, F11 1.389, H47 1.082, H48 1.089
11 F -2.85374 3.69107 0.38510  C10 1.389
12 C 1.49355 2.56865 -1.61846  N7 1.477, C13 1.532, H49 1.083, H50 1.082
13 C 1.73953 1.97744 -3.00972  C12 1.532, C14 1.542, I15 2.163, H51 1.082
14 C 3.11502 2.41145 -3.55426  C13 1.542, H52 1.084, H53 1.086, H54 1.080
15 I 0.24468 2.67166 -4.41043  C13 2.163
16 N 1.85219 -0.08949 0.41842  C6 1.432, C17 1.492, C27 1.442
17 C 1.40499 0.11827 1.82661  N16 1.492, O18 1.378, H55 1.084, H56 1.086
18 O 0.82524 -0.99261 2.39946  C17 1.378, C19 1.427
19 C 1.73187 -1.96974 2.90929  O18 1.427, C20 1.502, H57 1.089, H58 1.085
20 C 2.11078 -3.01763 1.90258  C19 1.502, O21 1.412, H59 1.090, H60 1.091
21 O 2.84675 -4.00853 2.58801  C20 1.412, C22 1.412
22 C 3.48075 -4.92953 1.72601  O21 1.412, C23 1.525, H61 1.091, H62 1.087
23 C 2.96975 -6.35048 1.94063  C22 1.525, O24 1.420, H63 1.089, H64 1.084
24 O 2.89451 -7.08474 0.72811  C23 1.420, C25 1.413
25 C 4.15677 -7.27782 0.12243  O24 1.413, C26 1.508, H65 1.091, H66 1.092
26 C 4.10035 -8.44922 -0.82575  C25 1.508, H67 1.085, H68 1.085, H69 1.085
27 C 3.18649 0.37627 0.13003  N16 1.442, F28 1.354, F29 1.368, C30 1.516
28 F 3.30032 0.33764 -1.21842  C27 1.354
29 F 3.32893 1.68463 0.50201  C27 1.368
30 C 4.30191 -0.43039 0.76475  C27 1.516, C31 1.393, C39 1.402
31 C 4.83665 -0.10730 2.00986  C30 1.393, C32 1.396, H70 1.079
32 C 5.87802 -0.84686 2.57393  C31 1.396, C33 1.393, H71 1.076
33 C 6.41652 -1.91959 1.86774  C32 1.393, C34 1.396, H72 1.076
34 C 5.89395 -2.22839 0.61111  C33 1.396, C35 1.512, C39 1.390
35 C 6.52919 -3.36294 -0.16042  C34 1.512, F36 1.342, F37 1.357, F38 1.337
36 F 5.90715 -3.59533 -1.32686  C35 1.342
37 F 7.81870 -3.05574 -0.45009  C35 1.357
38 F 6.54931 -4.50615 0.53322  C35 1.337
39 C 4.84012 -1.51314 0.05473  C30 1.402, C34 1.390, H73 1.076
40 H -2.46816 -3.02227 1.23522  C1 1.062
41 H 1.26313 -2.22501 -0.69461  C3 1.081
42 H 0.04547 -2.32879 -1.94444  C3 1.086
43 H -1.22577 2.56542 -1.15050  C8 1.083
44 H -1.13298 1.57510 0.32809  C8 1.087
45 H -0.28936 4.43080 -0.07299  C9 1.085
46 H 0.30566 3.47335 1.29582  C9 1.084
47 H -1.84800 4.82543 1.71238  C10 1.082
48 H -1.96477 3.09362 2.05867  C10 1.089
49 H 2.45489 2.84198 -1.20096  C12 1.083
50 H 0.96735 3.50504 -1.74597  C12 1.082
51 H 1.72140 0.89619 -3.04497  C13 1.082
52 H 3.84538 2.47306 -2.75543  C14 1.084
53 H 3.46689 1.63145 -4.22253  C14 1.086
54 H 3.06489 3.32432 -4.12942  C14 1.080
55 H 2.21428 0.50273 2.43675  C17 1.084
56 H 0.63245 0.88204 1.81258  C17 1.086
57 H 2.60082 -1.49131 3.35975  C19 1.089
58 H 1.20823 -2.47679 3.71291  C19 1.085
59 H 2.70927 -2.62339 1.08146  C20 1.090
60 H 1.19683 -3.46924 1.51302  C20 1.091
61 H 3.34907 -4.69116 0.66978  C22 1.091
62 H 4.55035 -4.90092 1.92038  C22 1.087
63 H 3.60151 -6.91115 2.62738  C23 1.089
64 H 1.95882 -6.31360 2.33060  C23 1.084
65 H 4.93738 -7.46252 0.86166  C25 1.091
66 H 4.42306 -6.39395 -0.46089  C25 1.092
67 H 5.10041 -8.82285 -1.01842  C26 1.085
68 H 3.53163 -9.27001 -0.40198  C26 1.085
69 H 3.66613 -8.18493 -1.78430  C26 1.085
70 H 4.45704 0.74402 2.55260  C31 1.079
71 H 6.26224 -0.57143 3.54037  C32 1.076
72 H 7.23355 -2.48217 2.28401  C33 1.076
73 H 4.43747 -1.76353 -0.91065  C39 1.076
74 C -4.04466 -7.44528 0.65937  C75 1.517, H78 1.094, H79 1.089, H80 1.089
75 C -2.92957 -6.42497 0.79468  C74 1.517, C76 1.521, O77 1.434, H81 1.091
76 C -1.86809 -6.87832 1.78520  C75 1.521, H82 1.093, H83 1.092, H84 1.090
77 O -3.46370 -5.15579 1.19537  C75 1.434, H85 0.963
78 H -4.54777 -7.59260 1.61988  C74 1.094
79 H -4.79274 -7.10431 -0.05442  C74 1.089
80 H -3.65877 -8.40518 0.31871  C74 1.089
81 H -2.46864 -6.25851 -0.17971  C75 1.091
82 H -2.30373 -7.00605 2.77978  C76 1.093
83 H -1.07512 -6.13235 1.86800  C76 1.092
84 H -1.42323 -7.82580 1.48069  C76 1.090
85 H -3.88297 -5.27423 2.05457  O77 0.963
86 C -3.42638 -5.71483 -3.19062  C87 1.523, H90 1.093, H91 1.091, H92 1.092
87 C -3.13269 -7.19659 -3.38623  C86 1.523, C88 1.521, O89 1.427, H93 1.091
88 C -3.13911 -7.57433 -4.85952  C87 1.521, H94 1.093, H95 1.090, H96 1.091
89 O -4.07925 -7.98618 -2.66804  C87 1.427, H97 0.963
90 H -4.41773 -5.46881 -3.58012  C86 1.093
91 H -3.42006 -5.45583 -2.13075  C86 1.091
92 H -2.69085 -5.09466 -3.70649  C86 1.092
93 H -2.15969 -7.43629 -2.95416  C87 1.091
94 H -4.12233 -7.38298 -5.29744  C88 1.093
95 H -2.92755 -8.63627 -4.98228  C88 1.090
96 H -2.39634 -7.00434 -5.41957  C88 1.091
97 H -4.95236 -7.79658 -3.02756  O89 0.963
98 C -4.67943 5.03240 -5.40559  C99 1.520, H102 1.093, H103 1.090, H104 1.090
99 C -3.45496 4.51839 -6.14558  C98 1.520, C100 1.520, O101 1.433, H105 1.090
100 C -3.79644 4.08645 -7.56259  C99 1.520, H106 1.093, H107 1.090, H108 1.090
101 O -2.86573 3.42904 -5.42549  C99 1.433, H109 0.963
102 H -5.43521 4.24623 -5.32619  C98 1.093
103 H -4.41566 5.33684 -4.39223  C98 1.090
104 H -5.12342 5.88457 -5.92047  C98 1.090
105 H -2.69371 5.29854 -6.17609  C99 1.090
106 H -4.52581 3.27200 -7.54792  C100 1.093
107 H -2.90753 3.72072 -8.07719  C100 1.090
108 H -4.21564 4.91240 -8.13745  C100 1.090
109 H -3.51674 2.72091 -5.38252  O101 0.963
110 C -4.16060 8.89426 2.58273  C111 1.520, H114 1.094, H115 1.090, H116 1.090
111 C -2.94651 8.28218 1.90409  C110 1.520, C112 1.521, O113 1.434, H117 1.091
112 C -3.25943 7.85594 0.47824  C111 1.521, H118 1.094, H119 1.091, H120 1.090
113 O -2.47115 7.15961 2.65838  C111 1.434, H121 0.963
114 H -4.97453 8.16589 2.63640  C110 1.094
115 H -3.91978 9.19331 3.60253  C110 1.090
116 H -4.51708 9.76932 2.03919  C110 1.090
117 H -2.12895 9.00441 1.89799  C111 1.091
118 H -4.04671 7.09691 0.47127  C112 1.094
119 H -2.37837 7.41881 0.00530  C112 1.091
120 H -3.59206 8.70193 -0.12337  C112 1.090
121 H -3.17865 6.50627 2.68410  O113 0.963
122 C 0.69335 8.53254 5.80239  C123 1.521, H126 1.094, H127 1.090, H128 1.091
123 C -0.47096 9.51144 5.78079  C122 1.521, C124 1.520, O125 1.428, H129 1.090
124 C -1.80637 8.79035 5.86263  C123 1.520, H130 1.094, H131 1.091, H132 1.091
125 O -0.41805 10.31026 4.59880  C123 1.428, H133 0.963
126 H 0.63683 7.85744 4.94340  C122 1.094
127 H 1.64227 9.06568 5.73956  C122 1.090
128 H 0.69031 7.93248 6.71360  C122 1.091
129 H -0.37641 10.20586 6.61596  C123 1.090
130 H -1.93253 8.12600 5.00316  C124 1.094
131 H -2.62962 9.50590 5.84683  C124 1.091
132 H -1.88313 8.19434 6.77367  C124 1.091
133 H -0.49839 9.71516 3.84601  O125 0.963